[1]
Entry from the OMol25 dataset: a 3-piece molecular cluster, C4H14N2O2 overall in a non-equilibrium geometry (ωB97M-V/def2-TZVPD).

Each line ends with the Mulliken charge.
Positions of all 22 atoms, in Å:
C 3.09825 -1.75803 0.61789  -0.7306
N 1.76378 -2.01570 0.11976  -0.3242
C -0.20120 -0.12138 -0.97859  -0.8631
C -1.17761 -0.83160 -0.02933  -0.4647
O -2.08213 -0.02737 0.65315  -0.6414
C 0.82868 0.79865 -0.30511  -0.3821
N 0.25441 1.86876 0.52375  -0.8594
H 3.35353 -0.71474 0.43006  0.2772
H 3.09593 -1.91282 1.70585  0.2634
H 3.88210 -2.38561 0.17804  0.2989
H 1.49805 -2.92871 0.49384  0.1974
H 0.37986 -0.82328 -1.57643  0.4898
H -1.68445 -1.54220 -0.71061  0.1633
H -0.56668 -1.42262 0.66648  0.2952
H -2.18199 0.88135 0.08871  0.4599
H 1.48553 0.22394 0.34251  0.0991
H 1.52909 1.20657 -1.04840  0.2639
H -0.51440 2.29760 0.00813  0.4569
H -0.22052 1.36833 1.27225  0.3398
H -3.11413 2.55934 -0.47228  0.1219
H -0.78542 0.51176 -1.65500  0.5203
O -2.36896 2.01597 -0.76108  -0.9814

Values from the calculation:
* multiplicity: 2
* expectation value of S²: 0.754
* HOMO energy (spin up / spin down): -0.141 / -0.141 Ha
* charge: -1
* electronic energy: -420.71288 Eh

=====

[2]
Entry from the OMol25 dataset: a 2-piece molecular cluster, C4H14N2O2 overall in a non-equilibrium geometry (ωB97M-V/def2-TZVPD).

Each line ends with the Mulliken charge.
Positions of all 22 atoms, in Å:
C -1.60180 0.24886 -0.48544  -1.0401
C -1.85724 -0.37326 0.91311  0.5032
C -0.77938 -1.36265 1.37993  -1.3765
O -1.98251 0.69514 1.85990  -0.5309
N -0.22867 0.34877 -0.83936  0.0198
C 0.38737 -0.02080 -2.15997  -1.2335
N 1.41691 -0.98722 -1.83103  -0.9696
H -2.09601 -0.38067 -1.25825  0.2464
H -2.25089 1.13243 -0.56644  0.3906
H -2.82900 -0.89025 1.16735  0.1791
H 0.09601 -1.03104 1.90336  0.3189
H -0.55204 -1.95849 0.49236  0.1038
H -1.29435 -2.04760 2.08193  0.4417
H -2.23624 1.53927 1.46077  0.2709
H 0.27122 1.15830 -0.49183  0.4185
H -0.35237 -0.39915 -2.85061  0.3448
H 0.89326 0.89811 -2.50023  0.6676
H 0.98833 -1.75179 -1.33525  0.5571
H 2.17832 -0.54526 -1.32110  0.3537
H 3.81678 0.74269 0.20243  0.4998
H 3.28070 0.62276 1.49106  0.5677
O 3.78227 1.31790 0.99795  -1.7328

Values from the calculation:
* multiplicity: 2
* expectation value of S²: 0.751
* HOMO energy (spin up / spin down): 0.031 / -0.183 Ha
* charge: -1
* electronic energy: -420.69738 Eh

=====

[3]
Entry from the OMol25 dataset: a 3-piece molecular cluster, C4H14N2O2 overall in a non-equilibrium geometry (ωB97M-V/def2-TZVPD).

Each line ends with the Mulliken charge.
Positions of all 22 atoms, in Å:
C -0.59414 -0.38853 -1.16360  -0.7784
N -1.03256 -0.88374 0.14073  -0.2792
C -1.08843 -2.29745 0.25036  -0.4174
O 0.16678 -2.84933 0.12358  -0.7916
C 0.50362 0.69057 -0.90652  -0.2752
N 0.01823 1.76884 -0.26944  -0.2194
C 0.67086 2.96865 -0.56292  -0.8597
H -1.42813 0.12794 -1.62957  0.3315
H -0.13380 -1.19065 -1.72964  0.4543
H -0.88350 -0.16047 0.80022  0.2021
H -1.54748 -2.45931 1.20698  0.3174
H -1.65376 -2.71423 -0.59409  0.2858
H 2.54973 -1.20963 0.76578  0.2956
H 1.32635 0.14956 -0.24153  0.3785
H 0.91820 0.99578 -1.88298  0.5571
H -1.33590 0.02184 3.60876  0.1035
H 0.59139 3.33394 -1.59454  0.3482
H 1.76308 2.93761 -0.36287  0.3452
H 0.36376 3.82872 0.03507  0.3209
H -1.83494 -0.05212 3.07384  -0.1029
H 0.99595 -1.73937 0.36466  0.3648
O 1.66470 -0.87863 0.56772  -0.5813

Values from the calculation:
* multiplicity: 1
* HOMO energy: -0.281 Ha
* electronic energy: -420.53284 Eh

=====

[4]
Entry from the OMol25 dataset: a 2-piece molecular cluster, C4H14N2O2 overall in a non-equilibrium geometry (ωB97M-V/def2-TZVPD).

Each line ends with the Mulliken charge.
Positions of all 22 atoms, in Å:
N 0.12685 -1.92874 -0.57465  -0.5651
C 0.04083 -0.55536 -0.17332  0.5811
C -1.00965 -0.19586 0.85871  -0.6738
C -0.61695 -0.61537 2.31405  -0.5581
O -0.17942 -1.91617 2.60793  -0.5544
C -0.18301 0.35160 -1.36570  -0.6837
N 1.01297 0.24476 -2.21281  -0.6096
H 0.68724 -2.14371 -1.34116  0.2206
H -0.71128 -2.52665 -0.65130  0.2130
H -0.10798 -2.43641 1.71378  0.3613
H 1.13791 -0.33405 0.15882  -0.0421
H -2.00925 -0.68950 0.59194  0.3201
H -1.30579 0.85318 0.71969  0.3485
H 0.32311 -0.12780 2.49428  0.3095
H -1.35677 -0.39865 3.03172  0.3535
H -0.44396 1.49640 -1.11620  0.0586
H -1.15937 0.17829 -1.76320  0.4640
H 0.66869 0.25769 -3.23513  0.2250
H 1.59930 1.00636 -1.97585  0.2332
H 0.62294 3.53272 -0.53576  0.3241
H 1.90078 2.81184 0.11231  0.3162
O 0.96279 3.13545 0.34183  -0.6419

Values from the calculation:
* multiplicity: 1
* SMILES: NC[C@H](N)CCO.O
* HOMO energy: -0.328 Ha
* electronic energy: -420.71935 Eh

=====

[5]
Entry from the OMol25 dataset: a 3-piece molecular cluster, C4H14N2O2 overall in a non-equilibrium geometry (ωB97M-V/def2-TZVPD).

Each line ends with the Mulliken charge.
Positions of all 22 atoms, in Å:
N -0.37088 1.74727 -0.59607  -0.7208
C 0.05574 0.50269 -1.08699  0.3323
C -0.16003 -0.67044 -0.31396  0.0210
C -0.45194 -1.99033 -0.99755  -1.3516
O -0.63545 0.96745 1.75233  -1.0117
C 1.54099 -0.00095 -0.69219  -0.8090
N 2.28148 1.34200 -0.59636  -0.6430
H -0.46832 1.57833 0.47731  0.3695
H -1.13335 2.14979 -1.11276  0.1866
H -0.03424 0.42054 -2.17083  0.4899
H -0.23799 -0.50007 0.75634  0.5627
H 0.38265 -2.51716 -1.45110  0.3581
H -0.70796 -2.60260 -0.11609  0.3877
H -1.43371 -1.94100 -1.46948  0.3453
H -0.69458 1.58345 2.50597  0.1372
H 2.06899 -0.51448 -1.48833  0.3587
H 1.90428 -0.26626 0.30204  0.3163
H 2.53622 1.56491 0.35835  0.3042
H 1.63864 2.05171 -0.94522  0.3136
H -2.82977 -1.07769 2.39682  0.2703
H -1.34918 -0.51541 2.16209  0.4612
O -1.90159 -1.31175 2.32570  -0.6788

Values from the calculation:
* multiplicity: 1
* HOMO energy: -0.316 Ha
* electronic energy: -420.61645 Eh

=====

[6]
Entry from the OMol25 dataset: a 2-piece molecular cluster, C4H14N2O4S overall (ωB97M-V/def2-TZVPD).

Each line ends with the Mulliken charge.
Positions of all 25 atoms, in Å:
N 5.49614 -0.13589 -0.73476  -0.5205
C 4.89945 1.09622 -1.15219  -0.2091
O 3.46476 1.07282 -1.02982  -0.2984
S 2.77090 -0.35705 -0.66257  0.7137
O 2.95423 -0.55312 0.75916  -0.5463
O 1.30374 0.34973 -0.86953  -0.1711
N 0.36951 -0.68187 -1.23593  -0.4671
H 5.68556 -0.18891 0.25592  0.2047
H 6.31136 -0.38556 -1.27231  0.2106
H 5.12622 1.26189 -2.20454  0.3025
H 5.20955 1.97084 -0.57893  0.2354
H -0.18727 -0.84246 -0.39926  0.3023
H -0.24634 -0.19801 -1.88089  0.2482
C -4.73268 -0.86624 0.86682  -1.3056
C -3.24410 -0.59981 1.00041  0.4250
C -2.94514 0.82474 1.43359  -1.2438
O -2.56030 -0.91493 -0.21796  -0.5261
H -5.16836 -0.20213 0.11438  0.3557
H -4.91265 -1.89676 0.56319  0.3182
H -5.24743 -0.68448 1.81095  0.3726
H -2.81580 -1.29570 1.72502  0.2510
H -3.33488 1.53237 0.69572  0.3372
H -1.87109 0.98256 1.52790  0.3027
H -3.41529 1.04830 2.39196  0.3747
H -2.91009 -0.33653 -0.90631  0.3334

Values from the calculation:
* multiplicity: 1
* HOMO energy: -0.345 Ha
* electronic energy: -969.37428 Eh

=====

Repeat the first record exactly.
Entry from the OMol25 dataset: a 3-piece molecular cluster, C4H14N2O2 overall in a non-equilibrium geometry (ωB97M-V/def2-TZVPD).

Each line ends with the Mulliken charge.
Positions of all 22 atoms, in Å:
C 3.09825 -1.75803 0.61789  -0.7306
N 1.76378 -2.01570 0.11976  -0.3242
C -0.20120 -0.12138 -0.97859  -0.8631
C -1.17761 -0.83160 -0.02933  -0.4647
O -2.08213 -0.02737 0.65315  -0.6414
C 0.82868 0.79865 -0.30511  -0.3821
N 0.25441 1.86876 0.52375  -0.8594
H 3.35353 -0.71474 0.43006  0.2772
H 3.09593 -1.91282 1.70585  0.2634
H 3.88210 -2.38561 0.17804  0.2989
H 1.49805 -2.92871 0.49384  0.1974
H 0.37986 -0.82328 -1.57643  0.4898
H -1.68445 -1.54220 -0.71061  0.1633
H -0.56668 -1.42262 0.66648  0.2952
H -2.18199 0.88135 0.08871  0.4599
H 1.48553 0.22394 0.34251  0.0991
H 1.52909 1.20657 -1.04840  0.2639
H -0.51440 2.29760 0.00813  0.4569
H -0.22052 1.36833 1.27225  0.3398
H -3.11413 2.55934 -0.47228  0.1219
H -0.78542 0.51176 -1.65500  0.5203
O -2.36896 2.01597 -0.76108  -0.9814

Values from the calculation:
* multiplicity: 2
* expectation value of S²: 0.754
* HOMO energy (spin up / spin down): -0.141 / -0.141 Ha
* charge: -1
* electronic energy: -420.71288 Eh

=====

multiplicity of number 4 (C4H14N2O2)?
1

=====

What is the electronic energy in the fifth record?
-420.61645 Eh